# 1
Entry from the Open Molecules 2025 dataset: a structure of composition C17H22AsF5N3O7PbS2 (wB97M-V/def2-TZVPD).

Atoms and positions in Å:
Pb1 0.722 0.342 0.309
O1 -1.056 0.912 4.220
C1 -0.399 0.527 3.281
O2 -0.600 0.912 2.049
C2 0.698 -0.491 3.463
C3 0.999 -0.982 4.718
C4 1.995 -1.942 4.821
C5 2.641 -2.373 3.676
C6 2.283 -1.821 2.455
N1 1.330 -0.900 2.363
H1 0.453 -0.608 5.571
H2 2.265 -2.346 5.788
H3 3.424 -3.116 3.716
H4 2.774 -2.100 1.534
F1 -4.480 -4.377 -3.519
C7 -3.667 -3.933 -2.591
C8 -3.165 -2.634 -2.684
F2 -3.515 -1.868 -3.706
C9 -2.316 -2.174 -1.710
F3 -1.850 -0.932 -1.817
C10 -1.925 -2.969 -0.611
S1 -0.881 -2.398 0.596
C11 -2.456 -4.278 -0.558
F4 -2.131 -5.071 0.440
C12 -3.313 -4.756 -1.527
F5 -3.801 -5.981 -1.461
O3 4.292 0.428 1.723
S2 3.687 0.658 0.456
O4 4.763 1.254 -0.466
O5 3.096 -0.520 -0.209
O6 2.554 1.669 0.517
N2 4.262 1.200 -3.091
C13 3.007 0.451 -3.254
C14 1.831 1.312 -2.803
N3 0.749 0.483 -2.255
H5 5.036 0.707 -3.522
H6 4.509 1.321 -1.460
H7 4.207 2.105 -3.548
H8 3.066 -0.428 -2.611
H9 2.859 0.117 -4.285
H10 1.457 1.918 -3.634
H11 2.162 2.001 -2.022
H12 0.640 -0.398 -2.744
H13 -0.141 0.975 -2.240
C15 -3.502 1.350 0.806
As1 -2.131 2.591 0.300
C16 -1.611 3.647 1.809
C17 -2.931 3.762 -0.992
O7 -0.820 1.891 -0.502
H14 -4.394 1.923 1.061
H15 -3.169 0.772 1.662
H16 -3.720 0.703 -0.042
H17 -2.440 4.297 2.085
H18 -0.749 4.249 1.529
H19 -1.362 2.982 2.633
H20 -3.779 4.283 -0.549
H21 -3.268 3.170 -1.841
H22 -2.189 4.485 -1.325

Results
Gap between HOMO and LUMO (spin up / spin down): 5.46 / 6.49 eV
HOMO (spin up / spin down): -11.33 / -12.20 eV
ΔE to the lowest compared entry with this formula, charge and spin: 45.3 kcal/mol
Net charge: +1

---

# 2
Entry from the Open Molecules 2025 dataset: an isolated molecule of C8H15ClO6S2 (wB97M-V/def2-TZVPD).

Atoms and positions in Å:
C1 -2.496 0.057 -0.208
S1 -1.920 0.460 -1.835
O1 -1.904 1.882 -2.007
O2 -2.690 -0.332 -2.765
C2 -0.241 -0.170 -1.965
C3 -0.316 -1.692 -2.116
O3 0.990 -2.256 -2.268
S2 1.712 -2.900 -0.955
O4 0.662 -3.555 -0.207
O5 2.088 -1.566 -0.094
C4 1.011 -0.682 0.283
C5 1.463 0.010 1.566
C6 0.340 0.728 2.322
C7 0.719 2.162 2.708
Cl1 -0.172 2.719 4.141
C8 0.785 0.284 -0.899
O6 0.484 1.599 -0.456
H1 -3.468 -0.412 -0.308
H2 -1.808 -0.613 0.304
H3 -2.567 0.984 0.356
H4 0.086 0.246 -2.919
H5 -0.848 -2.165 -1.292
H6 -0.873 -1.921 -3.019
H7 0.128 -1.275 0.524
H8 2.286 0.680 1.320
H9 1.851 -0.792 2.193
H10 -0.560 0.795 1.713
H11 0.071 0.183 3.225
H12 1.782 2.233 2.922
H13 0.483 2.831 1.886
H14 1.741 0.293 -1.425
H15 1.179 2.188 -0.727

Results
Gap between HOMO and LUMO: 10.94 eV
HOMO: -10.71 eV

---

# 3
Entry from the Open Molecules 2025 dataset: an isolated molecule of C5H11NO2 in a non-equilibrium geometry (wB97M-V/def2-TZVPD).

Atoms and positions in Å:
C1 -0.117 -0.279 -0.302
C2 0.223 -0.895 0.995
C3 -0.296 1.180 -0.321
C4 -0.857 1.515 -1.708
C5 1.106 1.794 0.023
H1 -1.688 -1.811 -0.344
H2 -0.936 -1.343 -1.661
H3 0.741 -0.813 -0.850
H4 -1.064 1.413 0.392
H5 -0.224 1.083 -2.477
H6 -1.850 1.070 -1.813
H7 -0.919 2.627 -1.908
H8 1.878 1.170 -0.466
H9 1.298 1.998 1.090
H10 1.275 2.792 -0.660
H11 1.561 -2.166 1.467
N1 -1.278 -1.017 -0.877
O1 -0.015 -0.430 2.056
O2 1.079 -1.918 0.600

Results
SMILES: CC(C)[C@H](N)C(=O)O
Gap between HOMO and LUMO: 10.10 eV
HOMO: -9.49 eV
ΔE to the lowest compared entry with this formula, charge and spin: 49.7 kcal/mol

---

# 4
Entry from the Open Molecules 2025 dataset: a structure of composition C24H18CuN4O3 (wB97M-V/def2-TZVPD).

Atoms and positions in Å:
Cu1 1.079 -0.357 -0.431
O1 -1.067 -1.170 3.389
C1 -1.478 0.103 3.554
C2 -2.376 0.359 4.590
C3 -2.837 1.641 4.813
C4 -2.412 2.694 4.007
C5 -1.519 2.447 2.984
C6 -1.035 1.160 2.740
C7 -0.100 0.918 1.617
O2 0.220 -0.318 1.338
N1 0.341 1.950 0.950
N2 1.152 1.542 -0.085
C8 1.832 2.402 -0.743
C9 2.766 2.066 -1.787
C10 3.416 3.129 -2.439
C11 4.365 2.921 -3.407
C12 4.701 1.605 -3.746
C13 4.088 0.543 -3.129
C14 3.095 0.724 -2.137
O3 2.557 -0.340 -1.607
H1 -0.451 -1.166 2.622
H2 -2.694 -0.472 5.206
H3 -3.532 1.822 5.623
H4 -2.779 3.697 4.181
H5 -1.170 3.248 2.347
H6 1.711 3.453 -0.478
H7 3.150 4.141 -2.153
H8 4.852 3.754 -3.896
H9 5.453 1.417 -4.502
H10 4.341 -0.477 -3.387
C15 -3.429 0.580 -0.768
C16 -3.921 -0.685 -0.500
C17 -3.056 -1.767 -0.525
C18 -1.716 -1.548 -0.812
N3 -1.248 -0.326 -1.081
C19 -2.077 0.707 -1.057
C20 -0.705 -2.645 -0.823
C21 -1.044 -3.991 -0.776
C22 -0.043 -4.946 -0.817
C23 1.279 -4.544 -0.924
C24 1.546 -3.188 -0.963
N4 0.580 -2.274 -0.901
H11 -4.068 1.450 -0.742
H12 -4.966 -0.831 -0.262
H13 -3.426 -2.757 -0.299
H14 -1.637 1.676 -1.261
H15 -2.079 -4.295 -0.718
H16 -0.296 -5.997 -0.775
H17 2.085 -5.261 -0.973
H18 2.551 -2.795 -1.057

Results
Gap between HOMO and LUMO (spin up / spin down): 6.84 / 6.81 eV
Multiplicity: 2
HOMO (spin up / spin down): -7.34 / -7.31 eV

---

| no. | molar mass (g mol⁻¹) | calculated total energy (Ha) |
| --- | --- | --- |
| 1 | 821.62 | -5076.04784 |
| 2 | 306.79 | -2021.79223 |
| 3 | 117.15 | -402.29888 |
| 4 | 473.98 | -3010.64761 |